Record 1
{"formula": "FHO2S", "method": "ωB97M-V/def2-TZVPD", "symbols": ["O", "O", "F", "S", "H"], "coordinates": [[-1.10, 0.45, -0.80], [1.86, 1.00, 0.43], [-0.27, -1.49, 0.81], [0.83, 0.31, -0.28], [-1.32, -0.27, -0.17]], "lumo_energy_ev": [-3.39, -3.41], "total_energy_ha": -648.9630, "e_above_lowest_kcal_mol": 98.9, "gap_ev": [8.556, 8.464]}

***

Record 2
{"formula": "FInNO3", "method": "ωB97M-V/def2-TZVPD", "symbols": ["In", "N", "O", "O", "O", "F"], "coordinates": [[1.36, 0.73, 2.11], [-0.47, 0.10, -1.57], [0.37, 0.20, -0.66], [-0.74, 1.04, -2.38], [-0.89, -0.99, -1.78], [0.37, -1.08, 4.28]], "lumo_energy_ev": -12.18, "charge": 1, "total_energy_ha": -569.7468, "e_above_lowest_kcal_mol": 63.6, "gap_ev": 2.748}

***

Record 3
{"formula": "FLi5", "method": "ωB97M-V/def2-TZVPD", "symbols": ["Li", "Li", "Li", "Li", "Li", "F"], "coordinates": [[0.72, 15.74, -23.07], [-3.93, 14.42, -19.59], [2.32, 18.09, -17.79], [-1.18, 10.50, -22.14], [-2.77, 16.17, -15.78], [-0.59, 14.44, -19.42]], "lumo_energy_ev": -12.78, "charge": 4, "total_energy_ha": -136.0395, "e_above_lowest_kcal_mol": 0.0, "gap_ev": 7.074}

***

Record 4
{"formula": "FN2O2", "method": "ωB97M-V/def2-TZVPD", "symbols": ["O", "N", "O", "N", "F"], "coordinates": [[0.22, 1.25, 0.06], [0.46, 0.04, 0.02], [1.63, -0.47, -0.04], [-0.52, -0.82, 0.05], [-1.79, 0.00, -0.08]], "lumo_energy_ev": 5.28, "charge": -1, "total_energy_ha": -359.7427, "e_above_lowest_kcal_mol": 0.0, "gap_ev": 9.628}